Record 1
Formula: C30H37N2O6
Source: the OMol25 dataset
Level of theory: ωB97M-V with the def2-TZVPD basis set

Results
HOMO-LUMO gap ... 4.88 eV
Energy above the lowest of the compared OMol25 structures with the same formula, charge and spin ... 0.0 kcal per mole
LUMO energy ... 0.08808 Ha
Total energy ... -1726.3499 hartree

ORCA input file:
```
! wB97M-V def2-TZVPD RIJCOSX def2/J DEFGRID3
* xyz -1 1
O -1.6291 -4.0539 -0.2226
O -4.4655 1.7251 -0.6258
O -3.1726 1.9549 -2.5000
O 0.3325 -3.7272 0.8543
O -0.9845 -3.1931 -2.7929
O -0.3713 -1.0122 -2.9156
N 2.1332 -0.5306 5.0689
N -1.0169 2.0933 -0.8891
C 1.4372 -1.1200 6.2145
C 2.0951 -0.2957 1.3756
C 0.8647 -0.8855 1.0531
C -0.6349 0.1387 -5.0332
C 1.0930 2.7428 -2.5126
C -2.3324 1.8096 1.1624
C -0.8087 -1.1424 -4.2454
C 3.4491 0.0217 5.4443
C 0.4741 -1.1075 -0.3312
C 0.1286 2.4352 -0.3179
C -3.3587 1.8120 -1.1462
C -2.1692 1.8387 -0.3064
C -4.4237 1.8321 -4.5856
C -4.3858 2.2916 -3.1399
C 0.0373 -1.2714 2.1135
C 3.9002 0.3488 2.9835
C 4.0320 0.9545 4.3898
C -1.6657 -5.1935 0.5928
C 0.4356 -1.1293 3.4133
C -0.1883 -2.1836 -0.8238
C 1.2180 2.8493 -1.1193
C -2.7633 -6.1499 0.1891
C -0.5574 -2.1920 -2.2492
C 2.5199 -0.1586 2.6833
C 2.3861 3.4362 -0.5992
C 3.2179 3.7840 -2.8189
C 3.3651 3.9008 -1.4456
C -0.4647 -3.3784 0.0026
C 1.6913 -0.5987 3.7401
C 2.0794 3.2005 -3.3472
H 4.1266 -0.8150 5.6328
H 2.7599 -0.0256 0.5752
H -0.9056 -1.7394 1.8887
H 2.0337 -1.9332 6.6228
H 0.4180 0.4156 -5.0890
H -0.2468 -1.9768 -4.6853
H -1.7797 -4.8393 1.6255
H -0.2306 -1.4543 4.1909
H 4.1983 1.0755 2.2183
H 0.4580 -1.5069 5.9549
H -5.2048 2.3443 -5.1535
H 1.3118 -0.3684 6.9905
H -3.2904 1.3621 1.4407
H -3.7427 -5.6973 0.3399
H -2.3108 2.8216 1.5676
H 0.1863 2.3140 -2.9044
H -3.4641 2.0290 -5.0683
H -0.6741 -5.6605 0.5156
H 5.0853 1.1742 4.6164
H 4.2474 4.3734 -1.0432
H -2.6845 -6.3928 -0.8697
H 4.5930 -0.4957 2.8881
H -2.7237 -7.0822 0.7539
H 0.1863 2.5014 0.7529
H 2.4877 3.5547 0.4658
H -5.2115 1.8565 -2.5587
H -4.6010 0.7572 -4.6586
H -1.8609 -1.4553 -4.2033
H -1.5316 1.2341 1.6292
H 1.9599 3.1126 -4.4147
H 3.3384 0.5384 6.4019
H -4.4783 3.3843 -3.0548
H 3.9885 4.1484 -3.4791
H 0.7200 -0.3361 -1.0421
H 3.5169 1.9215 4.4325
H -1.0119 0.0584 -6.0547
H -1.1606 0.9553 -4.5384
*
```

Record 2
Formula: C30H37N6O2PRuS
Source: the OMol25 dataset
Level of theory: ωB97M-V with the def2-TZVPD basis set

Results
HOMO-LUMO gap (spin up / spin down) ... 5.91 / 5.81 eV
<S²> ... 0.76
Energy above the lowest of the compared OMol25 structures with the same formula, charge and spin ... 14.3 kcal per mole
LUMO energy (spin up / spin down) ... 0.10169 / 0.10160 Ha
Total energy ... -2478.8630 hartree

ORCA input file:
```
! wB97M-V def2-TZVPD RIJCOSX def2/J DEFGRID3
* xyz -1 2
Ru -0.4703 -0.9085 -0.3364
S -1.4797 0.6197 -1.7595
P 1.3933 0.0573 -2.0008
O -1.6975 -1.8478 1.1270
O 1.2548 -1.2850 0.9553
N -0.6877 0.8499 1.2097
N -2.3875 -2.1236 -1.3683
N -0.4596 1.4519 3.5753
N 0.4262 2.9233 1.8690
N 0.1814 -2.7001 -1.3533
N -1.9685 2.7070 2.1663
C -3.4697 -1.6563 2.6356
C 3.1530 -0.4920 -2.2520
C -5.7246 -1.2251 1.8962
C 2.3365 -1.8866 0.6515
C 3.6851 -3.4780 -0.6503
C 2.9045 3.7164 -0.9881
C -5.2898 -1.3300 0.5893
C 4.7114 -2.2429 1.1104
C -1.7289 2.1679 3.4998
C 0.9007 2.7539 -2.6478
C -0.4844 0.3614 2.6068
C -3.9561 -1.5802 0.2667
C 0.6103 2.3714 3.2079
C -0.8687 3.6050 1.8263
C 0.8588 -0.1961 -3.7402
C -2.9713 -1.6975 1.3050
C 2.7053 2.3528 -1.1218
C 1.1031 4.1201 -2.5172
C -1.8946 -2.5439 -2.6493
C -3.5906 -1.8467 -1.1086
C -0.7163 -3.4293 -2.2778
C 2.1010 4.6059 -1.6859
C -1.9772 1.6068 1.2092
C 1.3620 -3.2023 -1.2737
C 0.3844 1.8210 0.9172
C 3.5256 -1.6212 1.3966
C -4.7959 -1.4158 2.9160
C 1.6995 1.8536 -1.9458
C 2.4551 -2.8411 -0.4146
C 4.8108 -3.1892 0.0817
H 0.4645 4.8079 -3.0571
H 5.5913 -1.9996 1.6961
H 1.4756 0.3924 -4.4222
H 0.6397 3.1918 3.9319
H -2.1346 1.9736 0.1959
H -0.1898 0.0795 -3.8214
H 3.7361 -4.2080 -1.4526
H -2.5392 1.4784 3.7503
H 0.1873 2.2027 -0.0852
H -0.1405 -3.7888 -3.1367
H 3.7162 -0.4840 -1.3186
H 3.6506 0.1438 -2.9866
H -1.2981 -0.3159 2.8436
H -1.5659 -1.6556 -3.1945
H 1.3340 1.2780 0.9414
H -0.8550 4.4381 2.5358
H 0.9824 -1.2544 -3.9843
H -1.7205 2.9881 4.2253
H 3.1509 -1.5175 -2.6144
H 3.6748 4.0842 -0.3227
H 5.7522 -3.6798 -0.1262
H 1.5847 -4.0520 -1.9311
H -5.1182 -1.3735 3.9510
H 3.4528 -0.8986 2.1994
H -1.0255 3.9951 0.8184
H 2.2469 5.6730 -1.5741
H -2.7782 0.9112 1.4660
H -1.1158 -4.2919 -1.7355
H 3.3254 1.6707 -0.5525
H 0.0946 2.3811 -3.2621
H -2.7580 -1.8106 3.4382
H 1.5634 1.8370 3.2397
H 0.4574 -0.1827 2.6378
H -2.6389 -3.0877 -3.2471
H -4.3867 -1.8740 -1.8675
H -5.9967 -1.2333 -0.2286
H -6.7635 -1.0252 2.1232
*
```

Record 3
Formula: C30H38AsN4O6S2Se2TeV
Source: the OMol25 dataset
Level of theory: ωB97M-V with the def2-TZVPD basis set

Results
HOMO-LUMO gap (spin up / spin down) ... 6.87 / 7.41 eV
<S²> ... 2.04
Energy above the lowest of the compared OMol25 structures with the same formula, charge and spin ... 0.3 kcal per mole
LUMO energy (spin up / spin down) ... -0.00591 / 0.01292 Ha
Total energy ... -10883.6227 hartree

ORCA input file:
```
! wB97M-V def2-TZVPD RIJCOSX def2/J DEFGRID3
* xyz 0 3
Te 2.1345 -3.1551 -0.7670
Se -0.6794 -0.8519 0.6195
Se 1.9383 -1.4108 3.2400
As 5.0763 0.3627 1.5902
V 2.1259 -0.8979 0.7443
S 2.4546 1.3854 -0.7075
S 2.1155 -5.2030 1.8738
O 2.7459 0.0154 -1.1700
O 5.1388 0.8183 3.1401
O 1.6540 2.1756 -1.5971
O 6.5867 -0.3374 1.0238
O 1.8432 1.1887 0.6497
O 3.9812 -0.8378 1.1125
N -1.0780 1.5476 -0.9313
N -1.0347 -0.2584 -2.1601
N -0.4160 0.0577 3.9892
N -0.8148 -2.0518 3.7898
C -1.2965 2.1353 -4.9865
C 0.1435 -1.1194 3.6657
C 4.0700 3.4804 -1.1753
C 4.9708 1.9111 0.4276
C -2.3782 3.1964 0.3743
C -1.1887 1.9619 -2.2505
C -0.1835 -6.1782 1.3830
C 3.9612 2.2964 -0.4550
C -3.5532 1.5261 1.8971
C -1.0564 2.4497 0.2128
C -1.7391 -0.1341 4.3147
C 0.8517 -6.2856 2.2646
C 5.1863 4.2877 -1.0247
C -3.6193 -1.6711 -3.0140
C -1.3007 3.2927 -4.1991
C -1.9906 -1.4546 4.1856
C -0.9505 0.2058 -0.8980
C -3.5933 2.2979 0.5846
C -1.1707 0.8134 -3.0324
C 1.2685 -4.5655 0.5251
C -3.6242 -2.0294 -4.4961
C -1.2396 3.2274 -2.8203
C 6.0775 2.7404 0.5752
C -0.6324 -3.4644 3.4817
C -2.4541 -2.2872 -2.2428
C -1.2231 0.8774 -4.4189
C 6.1907 3.9186 -0.1469
C -1.0889 -1.6726 -2.5302
C 0.0606 -5.1959 0.3841
C 0.2771 1.3359 3.9176
H -4.4914 2.9186 0.5488
H -2.2659 3.8739 1.2263
H -4.4930 1.0013 2.0754
H -3.6262 -3.1131 -4.6304
H -0.4649 2.1268 4.0018
H 0.7953 1.4088 2.9625
H -3.6756 1.5974 -0.2526
H -0.8282 1.8329 1.0801
H -0.3115 -2.1847 -1.9660
H -3.6098 -0.5830 -2.8918
H -1.3337 2.2283 -6.0635
H -2.6291 -2.2142 -1.1669
H 6.8596 2.4584 1.2691
H -0.4047 -3.5894 2.4234
H -4.5537 -2.0142 -2.5638
H -1.2029 4.1244 -2.2194
H -1.0811 -6.7783 1.4375
H -1.3364 4.2599 -4.6821
H 5.2634 5.2056 -1.5922
H -2.3827 0.6801 4.5930
H -0.6302 -4.9575 -0.4127
H -4.5054 -1.6287 -4.9979
H 6.4032 -1.2262 0.6902
H -2.8950 -2.0159 4.3330
H -2.5498 3.8287 -0.4984
H -2.7496 -1.6370 -5.0163
H -1.5529 -3.9863 3.7283
H 7.0630 4.5457 -0.0185
H -2.7564 0.7808 1.8958
H -2.3854 -3.3544 -2.4754
H -1.1857 -0.0107 -5.0324
H 1.0057 1.4172 4.7218
H -3.3889 2.2080 2.7375
H -0.8231 -1.7349 -3.5851
H 0.1936 -3.8620 4.0654
H -0.2253 3.1418 0.0709
H 0.9338 -6.9485 3.1116
H 3.2739 3.7566 -1.8504
*
```

Record 4
Formula: C30H38BCsN4O4Si
Source: the OMol25 dataset
Level of theory: ωB97M-V with the def2-TZVPD basis set

Results
HOMO-LUMO gap ... 4.72 eV
Energy above the lowest of the compared OMol25 structures with the same formula, charge and spin ... 5.9 kcal per mole
LUMO energy ... 0.14447 Ha
Total energy ... -2020.4703 hartree

ORCA input file:
```
! wB97M-V def2-TZVPD RIJCOSX def2/J DEFGRID3
* xyz -2 1
Cs -0.9778 0.5942 -0.7292
Si 1.2477 -0.6352 -3.7206
O -1.1089 4.7925 1.2589
O 1.0746 4.7367 0.5813
O -3.0458 -1.0496 -0.6439
O 0.1581 -0.7685 1.9048
N -1.6460 -2.5841 1.0879
N 2.6919 2.9758 2.9633
N -2.5712 -3.4308 0.9930
N 3.2539 -0.2120 -0.4283
C -3.7566 -2.0747 -0.7323
C 4.2664 2.1468 1.2556
C -0.6461 -2.9848 2.0188
C 0.8574 -2.3961 -4.4366
C 1.4220 7.1806 0.5749
C -4.4362 -5.4797 0.8316
C -5.5582 -4.3179 -0.9654
C 3.0586 -0.4797 -4.4218
C -5.3202 -6.5219 0.7113
C -4.5209 -4.3362 -0.0021
C -0.5137 -4.2789 2.5086
C -1.2824 7.2514 1.4055
C 0.5100 -4.6243 3.3790
C 1.0568 0.2388 2.3653
C 1.4295 -3.6627 3.7643
C -3.5996 -3.2358 0.0957
C -6.3453 -6.4954 -0.2500
C -0.5512 8.4307 1.2290
C 0.6930 6.0239 0.7505
C 3.9624 3.2289 2.2834
C 1.3286 -2.3645 3.2808
C -4.8209 -2.1368 -1.7291
C 0.7760 8.3962 0.8221
C -6.4491 -5.4001 -1.0710
C 3.5881 1.1066 -0.9820
C 3.3552 2.2126 0.0350
C 0.3008 -2.0162 2.4089
C -5.6624 -3.1833 -1.8333
C -0.6376 6.0577 1.1607
C 0.3495 0.4104 -5.0960
B -0.0493 3.8580 0.8990
H 3.0885 -0.7383 -5.4904
H 0.5957 -5.6419 3.7408
H 4.6416 1.0899 -1.2854
H 0.7266 1.1755 1.9125
H 3.7491 -1.1522 -3.8985
H -3.6523 -5.5124 1.5744
H 2.2438 -3.9170 4.4324
H 1.9213 3.0346 2.2986
H 3.4555 0.5353 -4.3108
H 4.7505 3.2346 3.0439
H 2.0843 0.0228 2.0645
H 2.4553 7.1391 0.2542
H -1.2341 -5.0132 2.1751
H -7.2274 -5.3520 -1.8266
H 1.3191 9.3248 0.6918
H 5.3065 2.2575 0.9252
H -2.3177 7.2661 1.7218
H 2.0629 -1.6272 3.5712
H -0.1948 -2.6620 -4.2943
H 1.0119 0.3397 3.4524
H 3.9878 4.2093 1.7823
H 2.3013 2.1864 0.3394
H 2.9944 1.3215 -1.8796
H -7.0362 -7.3248 -0.3414
H 0.6508 0.0883 -6.1044
H -0.7387 0.3011 -5.0240
H 2.5103 3.7109 3.6365
H 1.4516 -3.1661 -3.9326
H -6.4424 -3.1880 -2.5896
H 2.2891 -0.1585 -0.1130
H 4.1853 1.1654 1.7290
H -4.8973 -1.2791 -2.3873
H -1.0288 9.3862 1.4120
H 0.5743 1.4784 -5.0026
H -5.2226 -7.3791 1.3685
H 3.1949 -0.8651 -1.2058
H 3.4792 3.1844 -0.4544
H 1.0797 -2.4476 -5.5131
*
```

Record 5
Formula: C30H38BrGeN5PmSi
Source: the OMol25 dataset
Level of theory: ωB97M-V with the def2-TZVPD basis set

Results
HOMO-LUMO gap (spin up / spin down) ... 4.96 / 5.05 eV
<S²> ... 6.13
LUMO energy (spin up / spin down) ... 0.04149 / 0.04814 Ha
Total energy ... -6988.5879 hartree

ORCA input file:
```
! wB97M-V def2-TZVPD RIJCOSX def2/J DEFGRID3
* xyz -1 5
Pm 0.9708 -0.8751 -0.1782
Br 3.3599 -2.2121 -0.8140
Ge -0.1266 3.7035 0.2575
Si 0.7031 -0.4849 -3.0709
N 0.0578 -3.0721 0.2661
N 0.8437 -3.8497 0.9487
N -1.6694 -1.4143 -0.8476
N 1.5504 1.6524 1.5072
N 1.0047 -1.9564 2.3361
C 2.3681 -3.8899 2.7843
C -0.8212 -4.9984 -0.9409
C -2.5366 0.8026 -1.1661
C 2.8012 -3.3241 3.9585
C 2.2169 2.7749 5.0377
C 0.7146 1.9802 0.4324
C 2.4495 0.6150 1.2834
C 3.3864 0.4365 2.2918
C 2.2887 -2.0898 4.3524
C 1.4652 2.2813 2.7042
C 2.3676 2.0545 3.7243
C -1.7790 3.8672 1.3461
C -2.5567 -4.5539 -2.5473
C -0.5619 3.9044 -1.6586
C -5.1421 -0.0981 -0.9175
C -4.9052 1.2531 -1.1295
C 2.0890 0.5258 -3.9627
C 1.4163 -1.4501 3.4946
C -1.6991 -5.4602 -1.8739
C -0.7801 -3.6180 -0.6263
C -3.5915 1.6916 -1.2450
C 1.0567 5.2277 0.7563
C 3.3987 1.1575 3.4836
C -4.0922 -0.9966 -0.8446
C 0.8926 -2.2893 -3.7367
C -1.7153 -2.6922 -1.2298
C -0.8323 0.1290 -4.0689
C 1.4257 -3.2015 2.0030
C -2.7585 -0.5710 -0.9867
C -2.5679 -3.2250 -2.2432
H -2.4616 4.6104 0.9284
H -1.5128 1.1518 -1.2451
H 1.8182 2.1016 5.7999
H 0.6646 3.0022 2.8155
H 2.0772 0.3342 -5.0419
H 1.0156 -0.4749 3.7497
H 0.5233 6.1755 0.6674
H 0.0249 -2.8868 -3.4368
H -0.6306 4.9605 -1.9242
H -6.1589 -0.4550 -0.8001
H 1.2193 1.7419 -0.5073
H -5.7274 1.9544 -1.1962
H 4.1427 -0.3250 2.1337
H -1.5573 4.1628 2.3742
H 1.9211 5.2525 0.0914
H 3.1828 3.1417 5.3859
H -1.5073 3.4230 -1.9118
H 2.7185 -4.8543 2.4457
H 1.5351 3.6202 4.9441
H -3.3917 2.7465 -1.3956
H 3.0873 0.2820 -3.5897
H 4.1584 0.9760 4.2357
H -4.2932 -2.0396 -0.6380
H -0.6512 0.0169 -5.1436
H 1.7830 -2.7703 -3.3287
H 1.9350 1.6003 -3.8192
H -1.7325 -0.4406 -3.8178
H 2.5902 -1.6230 5.2797
H -1.7278 -6.5126 -2.1260
H -2.2929 2.9053 1.3678
H 3.5224 -3.8360 4.5838
H 0.2202 3.4458 -2.2658
H -0.1150 -5.6441 -0.4384
H -3.2034 -4.9209 -3.3353
H -3.2013 -2.5435 -2.7945
H 1.4185 5.1266 1.7806
H 0.9570 -2.3255 -4.8304
H -1.0425 1.1855 -3.8771
*
```

Record 6
Formula: C30H38Cl2FeN6O5
Source: the OMol25 dataset
Level of theory: ωB97M-V with the def2-TZVPD basis set

Results
HOMO-LUMO gap (spin up / spin down) ... 6.60 / 6.62 eV
<S²> ... 6.01
LUMO energy (spin up / spin down) ... -0.02012 / -0.02016 Ha
Total energy ... -4054.8170 hartree

ORCA input file:
```
! wB97M-V def2-TZVPD RIJCOSX def2/J DEFGRID3
* xyz 0 5
Fe 0.5783 0.4358 -0.2026
Cl 0.9109 -2.5195 6.3089
Cl 4.6103 -0.6350 2.8753
O -0.8847 7.0529 1.4853
O 2.2585 -0.0057 1.1909
O -1.2731 6.3408 -0.5920
O -0.9104 4.2742 -1.7913
O -0.1018 2.2210 -1.5138
N 0.2535 4.6711 2.2152
N -0.2888 -0.6871 1.6225
N 1.8253 -1.9344 -0.7802
N 0.4953 2.7585 1.1609
N -3.0424 -3.4059 -1.8887
N 2.4661 0.9417 -1.7506
C 0.7170 3.4058 2.2973
C -3.1964 -0.1935 -3.1020
C -1.5487 -0.9725 1.8578
C -0.2722 4.8658 0.9735
C -2.3467 -0.9734 -2.3092
C 1.9921 -0.6139 2.2692
C 2.5291 -1.5169 -1.9889
C -1.7571 -0.4930 -1.1192
C 1.3024 -1.8330 4.7548
C -3.4835 1.1125 -2.7473
C -2.9915 1.6030 -1.5515
C 1.4344 2.9527 3.5172
C -2.1877 0.7968 -0.7522
C -0.1145 3.6720 0.3282
C -4.4801 -3.0396 -1.9419
C -0.8445 6.1903 0.6319
C 2.7111 -2.6078 0.1572
C 0.2790 -1.5650 3.8218
C 2.9464 -0.9825 3.2308
C 3.3315 -0.2316 -1.7764
C -2.5547 -3.4958 -0.4779
C -1.9949 -1.5538 3.0570
C 3.1123 2.0478 -1.0378
C -0.4009 3.3629 -1.0992
C 0.6293 -0.9707 2.5811
C -1.0864 -1.8518 4.0329
C 0.6868 -2.7826 -1.0982
C -2.1987 -2.4159 -2.7324
C 2.1084 1.3642 -3.1052
C 2.6117 -1.5608 4.4539
H -1.1363 5.4781 -1.1337
H -2.9337 -4.3204 -2.3171
H 3.8312 -0.2813 -0.8082
H -5.0680 -3.7635 -1.3827
H -3.3422 -3.8835 0.1644
H -0.0327 -2.1862 -1.6516
H -2.5535 -2.5351 -3.7559
H 4.0985 -0.1491 -2.5588
H -2.2404 -2.4893 -0.1743
H 3.1761 -3.4972 -0.2956
H 1.6042 0.5543 -3.6336
H 2.4620 2.9211 -1.0706
H 1.8950 1.9965 3.3415
H 0.7583 2.8716 4.3716
H -4.0908 1.7342 -3.3928
H 3.2648 1.7624 0.0036
H -3.2172 2.6213 -1.2537
H 3.3887 -1.7883 5.1711
H 1.4172 2.1991 -3.0534
H -1.6896 -4.1550 -0.4361
H -1.8810 1.2007 0.2145
H 3.2060 -2.3070 -2.3491
H -2.2515 -0.7323 1.0717
H 2.1464 -2.9127 1.0379
H -3.0481 -1.7586 3.1960
H 0.2762 5.3920 2.9197
H 3.4954 -1.9325 0.4922
H 0.9731 -3.6794 -1.6772
H -4.8133 -3.0176 -2.9772
H 3.0015 1.6531 -3.6776
H 1.7725 -1.3488 -2.7582
H 4.0779 2.3103 -1.4924
H -3.6337 -0.6160 -4.0042
H -1.1800 -2.7841 -2.6511
H -1.3929 -2.3076 4.9646
H 0.2137 -3.1021 -0.1679
H -4.5967 -2.0488 -1.5129
H 2.2125 3.6741 3.7721
*
```